86
Properties=species:S:1:pos:R:3:mulliken_charge:R:1 method="wB97M-V/def2-TZVPD" homo_lumo_gap_ha=0.2169 energy_ev=-44967.991 total_charge=+1 e_lumo_ha=-0.1816 homo_energy_ha=-0.3986
C -4.722 -4.318 0.813 -1.05
Si -2.867 -4.503 0.909 0.39
C -2.259 -4.864 2.639 -1.07
C -2.476 -5.990 -0.161 -1.11
O -2.195 -3.020 0.414 -0.43
C -1.248 -2.468 -0.380 0.38
C -1.273 -1.113 -0.596 -0.11
C -0.999 -0.579 -1.962 -0.15
C -1.791 -1.152 -3.172 -0.97
C -1.094 -2.363 -3.802 -0.89
C -1.489 -3.701 -3.152 -0.65
C -0.481 -4.233 -2.142 -0.98
C -0.165 -3.353 -0.921 -0.60
H -5.221 -5.090 1.418 0.36
H -5.044 -3.335 1.174 0.31
H -5.065 -4.429 -0.223 0.31
H -2.799 -5.730 3.047 0.36
H -1.185 -5.098 2.637 0.31
H -2.422 -4.003 3.304 0.31
H -3.062 -6.844 0.219 0.49
H -2.775 -5.831 -1.208 0.34
H -1.417 -6.281 -0.122 0.33
H -1.780 -0.454 0.112 0.82
H -1.176 0.506 -1.936 -0.62
H 0.076 -0.679 -2.178 0.32
H -2.825 -1.382 -2.869 0.41
H -1.840 -0.354 -3.932 0.39
H -1.382 -2.394 -4.858 0.47
H 0.000 -2.227 -3.774 0.31
H -2.486 -3.625 -2.693 0.21
H -1.574 -4.442 -3.966 0.48
H -0.814 -5.214 -1.778 0.29
H 0.474 -4.407 -2.661 0.46
H 0.655 -2.682 -1.212 0.23
H 0.214 -3.983 -0.093 0.61
C 4.016 6.678 -1.218 -1.47
C 2.904 5.672 -1.137 0.64
C 1.907 5.803 -0.173 -0.80
C 0.859 4.892 -0.051 1.37
C -0.131 5.179 1.043 -2.16
C 0.778 3.788 -0.928 0.08
C -0.376 2.769 -0.864 0.96
C -1.741 3.373 -1.232 -1.73
C -0.467 1.941 0.452 -0.78
C 0.308 0.674 0.445 0.22
C 0.975 0.226 1.631 -0.46
C 2.396 0.004 1.643 0.60
C 3.232 0.195 0.414 -1.43
C 3.030 -0.353 2.822 -0.86
C 2.337 -0.509 4.027 0.67
C 3.063 -0.921 5.271 -1.50
C 0.958 -0.280 4.024 -1.11
C 0.264 0.054 2.868 1.16
C -1.221 0.202 2.971 -1.20
C 1.772 3.671 -1.931 1.04
C 1.724 2.584 -2.978 -1.19
C 2.834 4.571 -1.996 -1.19
H 4.709 6.426 -2.027 0.35
H 3.621 7.685 -1.410 0.34
H 4.585 6.729 -0.277 0.33
H 1.950 6.657 0.511 0.42
H -0.995 4.512 1.053 0.18
H 0.360 5.129 2.032 0.39
H -0.501 6.214 0.957 0.48
H -0.172 2.052 -1.663 -0.57
H -1.696 3.805 -2.238 0.40
H -2.514 2.590 -1.217 0.40
H -2.036 4.165 -0.536 0.38
H -0.149 2.566 1.302 0.94
H -1.521 1.695 0.651 0.47
H 0.794 0.423 -0.503 0.62
H 4.283 0.322 0.705 0.46
H 3.198 -0.686 -0.249 0.28
H 2.923 1.076 -0.158 0.16
H 4.110 -0.518 2.798 0.45
H 2.356 -0.994 6.102 0.38
H 3.552 -1.897 5.152 0.35
H 3.846 -0.197 5.533 0.35
H 0.416 -0.380 4.967 0.31
H -1.517 0.045 4.019 0.48
H -1.559 1.205 2.680 0.20
H -1.763 -0.541 2.365 0.13
H 2.549 2.720 -3.692 0.45
H 1.857 1.581 -2.540 0.16
H 0.788 2.599 -3.562 0.32
H 3.613 4.434 -2.749 0.27